A:
{"formula": "C18H42Cl8F6N3O6", "method": "ωB97M-V/def2-TZVPD", "spin_multiplicity": 1, "charge": 1, "lumo_energy_ev": -3.78, "elements": ["N", "H", "H", "H", "H", "N", "H", "H", "H", "H", "N", "H", "H", "H", "H", "O", "C", "C", "O", "H", "H", "H", "H", "C", "C", "O", "C", "O", "C", "F", "F", "F", "H", "H", "H", "H", "H", "C", "C", "O", "C", "O", "C", "F", "F", "F", "H", "H", "H", "H", "H", "Cl", "C", "C", "Cl", "H", "H", "H", "H", "Cl", "C", "C", "Cl", "H", "H", "H", "H", "Cl", "C", "C", "Cl", "H", "H", "H", "H", "Cl", "C", "C", "Cl", "H", "H", "H", "H"], "positions_angstrom": [[-3.4917, 6.6147, -17.9003], [-3.5015, 7.3303, -18.6130], [-4.4045, 6.7250, -17.4823], [-2.8169, 7.0378, -17.2792], [-3.2304, 5.6981, -18.2345], [-6.2654, 9.6980, -18.1295], [-6.8117, 9.5571, -18.9672], [-6.6522, 8.9644, -17.5532], [-6.4607, 10.5763, -17.6706], [-5.2886, 9.5857, -18.3607], [-3.4428, 9.6452, -14.2411], [-4.4230, 9.4047, -14.2782], [-3.2660, 10.6025, -14.5104], [-2.9621, 9.0736, -14.9210], [-3.1870, 9.3832, -13.2999], [-3.5488, 9.1843, -18.9845], [-2.6274, 10.0062, -18.2886], [-1.6268, 9.3697, -17.2632], [-1.9973, 8.4098, -16.2603], [-3.1928, 10.7366, -17.7099], [-2.0770, 10.6250, -18.9972], [-1.0139, 10.1662, -16.8414], [-0.8457, 8.9406, -17.8907], [-1.5468, 14.0185, -12.0004], [-2.0259, 13.1709, -13.1446], [-1.7358, 13.7259, -14.3445], [-2.2768, 13.1942, -15.4515], [-2.8543, 12.1431, -15.4586], [-1.9482, 13.9643, -16.7551], [-2.9334, 13.8852, -17.6437], [-1.7888, 15.2899, -16.4658], [-0.9044, 13.4010, -17.4395], [-1.9097, 15.0368, -11.8609], [-0.4652, 14.0943, -12.1118], [-1.7627, 13.6202, -11.0090], [-3.0764, 12.9230, -12.9923], [-1.4048, 12.2895, -12.9852], [1.9520, 9.1162, -14.2819], [0.5489, 9.1906, -13.6282], [0.5342, 9.3949, -12.2336], [-0.6280, 9.3083, -11.5314], [-1.7554, 9.1464, -12.0558], [-0.3958, 9.4910, -10.0022], [-1.2020, 8.7711, -9.2518], [0.8559, 9.3225, -9.6102], [-0.7562, 10.7657, -9.7722], [2.6102, 9.9375, -13.9985], [1.8450, 9.2333, -15.3603], [2.4285, 8.1917, -13.9556], [-0.1887, 8.4484, -13.9338], [0.1230, 10.0558, -14.1363], [-0.6107, 4.6677, -18.9087], [0.5084, 5.8915, -18.3010], [0.6360, 5.9387, -16.8102], [1.2070, 4.3777, -16.1688], [0.0311, 6.8292, -18.5856], [1.4945, 5.7252, -18.7346], [-0.3631, 6.0620, -16.3920], [1.1794, 6.7749, -16.3702], [-3.9802, 12.5673, -22.7161], [-3.8846, 10.9305, -22.1489], [-2.4877, 10.4220, -22.2242], [-1.9537, 10.1452, -23.8767], [-4.6556, 10.2951, -22.5846], [-4.1585, 11.0440, -21.1000], [-2.4231, 9.4404, -21.7545], [-1.7854, 11.1201, -21.7686], [1.9618, 12.5826, -14.0314], [1.9361, 12.5348, -15.7927], [2.5265, 13.8208, -16.3586], [1.5176, 15.2873, -16.2268], [0.9599, 12.2859, -16.2088], [2.5909, 11.7022, -16.0497], [2.7130, 13.6668, -17.4214], [3.4564, 14.0862, -15.8558], [1.9767, 7.2733, -21.1011], [1.4214, 8.8730, -21.6153], [1.3628, 9.7247, -20.3609], [1.2310, 11.4555, -20.8288], [0.4480, 8.8123, -22.1019], [2.1598, 9.2633, -22.3157], [2.2573, 9.5876, -19.7534], [0.5541, 9.4589, -19.6802]]}

B:
{"formula": "C18H42Cl8F6N3O6", "method": "ωB97M-V/def2-TZVPD", "spin_multiplicity": 1, "charge": 1, "lumo_energy_ev": -4.14, "elements": ["N", "H", "H", "H", "H", "N", "H", "H", "H", "H", "N", "H", "H", "H", "H", "O", "C", "C", "O", "H", "H", "H", "H", "C", "C", "O", "C", "O", "C", "F", "F", "F", "H", "H", "H", "H", "H", "C", "C", "O", "C", "O", "C", "F", "F", "F", "H", "H", "H", "H", "H", "Cl", "C", "C", "Cl", "H", "H", "H", "H", "Cl", "C", "C", "Cl", "H", "H", "H", "H", "Cl", "C", "C", "Cl", "H", "H", "H", "H", "Cl", "C", "C", "Cl", "H", "H", "H", "H"], "positions_angstrom": [[-0.6604, -2.2356, -4.1942], [-0.2477, -2.2647, -3.2729], [0.0412, -1.8868, -4.8315], [-1.4845, -1.6766, -4.0251], [-0.7990, -3.2281, -4.3203], [2.8973, -1.5020, -2.0059], [2.7462, -0.6271, -1.5244], [2.0072, -1.9563, -1.8589], [3.6367, -1.9186, -1.4584], [3.0738, -1.2413, -2.9656], [2.1330, 2.6612, -2.6183], [1.5049, 3.4462, -2.5220], [1.9825, 1.9760, -1.8916], [3.1115, 2.9032, -2.5557], [2.0041, 2.1785, -3.4961], [0.1531, -2.0286, -1.5867], [-0.1678, -1.0371, -0.6285], [0.5256, 0.4378, -0.6155], [1.9264, 0.7069, -0.7481], [0.1567, -1.3464, 0.3651], [-1.2341, -0.8634, -0.4837], [0.1120, 1.0271, 0.2029], [-0.1099, 1.0295, -1.2744], [-1.7546, 1.3764, -5.7481], [-1.4932, 1.6378, -4.2625], [-2.5587, 1.4704, -3.3583], [-3.1060, 0.2682, -3.0699], [-2.9289, -0.7706, -3.7136], [-3.9511, 0.2517, -1.7753], [-5.1048, 0.7462, -2.0699], [-4.0886, -0.9630, -1.1679], [-3.4604, 1.0749, -0.8125], [-2.3754, 2.1724, -6.1592], [-2.2762, 0.4384, -5.9378], [-0.8062, 1.4302, -6.2828], [-1.1417, 2.6661, -4.1786], [-0.6201, 1.0908, -3.9066], [-1.8941, 2.5511, 1.4134], [-1.0381, 3.6237, 2.0550], [-1.1970, 3.8131, 3.5002], [-2.0794, 4.6600, 4.0438], [-2.9579, 5.2722, 3.3957], [-2.2108, 4.6548, 5.6557], [-2.3943, 5.8317, 6.1503], [-3.3390, 3.9629, 6.0050], [-1.1627, 4.0781, 6.2181], [-1.6882, 1.5806, 1.8649], [-1.6962, 2.5254, 0.3418], [-2.9346, 2.7857, 1.6378], [-1.2574, 4.5828, 1.5860], [0.0268, 3.4338, 1.9207], [-3.8395, -5.0075, 2.7909], [-2.9844, -3.6584, 2.0254], [-2.4143, -4.1511, 0.7605], [-3.7724, -4.4109, -0.3485], [-2.2142, -3.3573, 2.7355], [-3.6555, -2.8168, 1.8535], [-1.9104, -5.1175, 0.7792], [-1.7683, -3.3430, 0.4174], [2.6083, -6.1462, 1.8716], [2.0769, -4.7739, 0.8334], [1.5132, -5.2871, -0.4324], [2.6989, -6.1740, -1.4400], [2.9072, -4.1180, 0.5716], [1.3941, -4.1383, 1.3971], [1.0192, -4.4637, -0.9481], [0.6948, -5.9803, -0.2380], [0.6902, -2.4180, 4.0101], [1.5171, -1.2949, 3.0072], [2.6425, -0.7037, 3.8276], [3.7310, -1.9522, 4.5784], [0.8402, -0.4677, 2.7933], [1.8333, -1.7699, 2.0786], [2.1794, -0.1756, 4.6611], [3.3802, -0.0572, 3.3524], [2.7334, 2.8554, 3.6362], [2.9189, 2.5913, 1.9077], [4.3386, 2.9641, 1.3908], [4.6879, 4.7388, 1.5320], [2.2021, 3.2687, 1.4436], [2.6698, 1.5324, 1.8380], [4.3816, 2.6562, 0.3461], [5.0803, 2.3767, 1.9320]]}

Which of them is the most stable? Correct choice: A.

A:
{"formula": "C3H9O", "method": "ωB97M-V/def2-TZVPD", "spin_multiplicity": 1, "charge": -1, "lumo_energy_ev": 4.10, "elements": ["O", "H", "C", "C", "C", "H", "H", "H", "H", "H", "H", "H", "H"], "positions_angstrom": [[-0.3499, 0.6566, 2.5780], [0.3563, 1.0976, 3.0358], [0.7215, -1.2631, -0.3641], [-0.1688, -0.0146, -0.4312], [-0.2934, 0.5960, -1.8368], [1.7593, -1.1329, -0.6687], [0.6627, -1.5014, 0.7017], [0.3093, -2.0930, -0.9538], [-1.1342, -0.1746, 0.0355], [0.3646, 0.6992, 0.1966], [-0.6775, 1.6118, -1.9481], [-0.8790, -0.0502, -2.4969], [0.7308, 0.6392, -2.2268]]}

B:
{"formula": "C3H9O", "method": "ωB97M-V/def2-TZVPD", "spin_multiplicity": 1, "charge": -1, "lumo_energy_ev": 4.04, "elements": ["O", "H", "C", "C", "C", "H", "H", "H", "H", "H", "H", "H", "H"], "positions_angstrom": [[0.1580, -0.2932, -3.2691], [0.4012, -0.8565, -3.9577], [1.1763, -0.0110, 1.1557], [-0.0242, 0.5526, 0.2747], [-1.2973, -0.1532, 0.5247], [0.8153, -0.6681, 1.9183], [1.6830, 0.8263, 1.7162], [2.0369, -0.2669, 0.4715], [0.1777, 0.2990, -0.8009], [-0.1313, 1.6388, 0.5007], [-2.0892, 0.3922, -0.0658], [-1.2836, -1.1878, 0.0721], [-1.6227, -0.2723, 1.4596]]}

Which of them is the most stable? Correct choice: A.